1:
The following is a quantum chemistry calculation of the ion C3H6IN2 with charge +1, from the OMol25 dataset.

```
12
Properties=species:S:1:pos:R:3:nbo_charge:R:1
C -0.648 0.402 0.303 0.2962
C 1.685 1.030 0.657 0.3822
C -0.729 -0.948 -0.311 -0.6959
N 0.447 1.002 0.504 -0.3841
N 2.512 1.403 -0.478 -0.7783
I 4.354 2.381 -0.575 0.4545
H -1.610 1.006 0.688 0.2477
H 2.150 0.847 1.565 0.2333
H 0.330 -1.220 -0.395 0.2479
H -1.286 -0.906 -1.259 0.2858
H -1.500 -1.470 0.411 0.2856
H 1.941 1.880 -1.276 0.4251
```

orbital gap = 8.5 eV
charge = +1
2S+1 = 1
structure (SMILES) = C/C=N\C=[NH+]\I
highest occupied orbital energy = -13.45 eV

2:
The following is a quantum chemistry calculation of a structure of composition C3H6IN2, from the OMol25 dataset.

```
12
Properties=species:S:1:pos:R:3:nbo_charge:R:1
C 1.478 0.053 -0.043 0.2747
C -1.014 -0.700 0.089 -0.2673
C -0.805 0.804 0.015 -0.2299
N 0.276 -1.461 0.027 -0.5581
N 0.666 1.040 0.006 -0.5332
I 3.499 -0.067 -0.030 0.4777
H -1.526 -0.902 1.118 0.2239
H -1.747 -1.002 -0.669 0.2358
H -1.031 1.016 -1.016 0.2395
H -1.211 1.396 0.845 0.2529
H 0.571 -2.225 -0.594 0.4200
H 0.843 2.049 0.252 0.4639
```

orbital gap = 9.2 eV
charge = +1
2S+1 = 1
highest occupied orbital energy = -13.92 eV

List of relative energies, unit eV: 1 0.000; 2 0.818

1:
The following is a quantum chemistry calculation of an isolated molecule of C17H20N2O5, from the OMol25 dataset.

```
44
Properties=species:S:1:pos:R:3:nbo_charge:R:1
C 2.971 6.839 0.726 -0.6228
C 3.763 5.721 0.077 -0.0689
H 4.701 5.531 0.612 0.1889
H 4.011 5.957 -0.965 0.1902
O 2.970 4.533 0.103 -0.5111
C 3.511 3.450 -0.464 0.7822
O 4.605 3.446 -0.975 -0.5930
C 2.619 2.265 -0.394 -0.1652
C 1.356 2.327 0.187 -0.1545
C 0.559 1.201 0.233 -0.2323
C 1.019 0.007 -0.313 0.2324
C 2.278 -0.064 -0.898 -0.2326
C 3.074 1.063 -0.931 -0.1458
H 4.056 1.035 -1.378 0.2399
H 2.630 -0.994 -1.313 0.2353
N 0.194 -1.147 -0.269 -0.5093
C -1.148 -1.123 -0.602 0.7128
O -1.732 -0.142 -0.980 -0.5591
C -1.692 -2.548 -0.489 -0.1381
N -2.879 -2.663 0.349 -0.4285
C -3.961 -1.752 -0.002 -0.2650
H -3.601 -0.725 0.012 0.2371
C -5.082 -1.904 1.025 -0.0727
H -5.925 -1.262 0.767 0.1975
O -5.580 -3.221 1.056 -0.5204
C -4.545 -4.125 1.346 -0.0715
C -3.409 -4.022 0.326 -0.2557
H -2.628 -4.733 0.592 0.2042
H -3.798 -4.279 -0.675 0.1736
H -4.988 -5.122 1.324 0.1961
H -4.141 -3.925 2.350 0.1666
H -4.698 -1.627 2.018 0.1660
H -4.356 -1.974 -1.008 0.1709
C -0.522 -3.340 0.095 -0.5185
C 0.661 -2.403 0.094 0.7110
O 1.798 -2.665 0.372 -0.5499
H -0.279 -4.250 -0.454 0.2467
H -0.726 -3.612 1.133 0.2564
H -1.909 -2.869 -1.529 0.1996
H -0.420 1.244 0.683 0.2315
H 1.006 3.258 0.604 0.2329
H 3.557 7.753 0.719 0.2177
H 2.730 6.579 1.754 0.2124
H 2.045 7.006 0.183 0.2127
```

orbital gap = 9.7 eV
2S+1 = 1
structure (SMILES) = CCOC(=O)c1ccc(N2C(=O)C[C@@H](N3CCOCC3)C2=O)cc1
highest occupied orbital energy = -9.37 eV

2:
The following is a quantum chemistry calculation of an isolated molecule of C17H20N2O5, from the OMol25 dataset.

```
44
Properties=species:S:1:pos:R:3:nbo_charge:R:1
C -4.085 -3.312 1.437 -0.2533
H -5.168 -3.469 1.387 0.1764
O -3.760 -1.943 1.407 -0.5089
C -4.107 -1.218 0.308 0.4128
C -4.777 -1.716 -0.800 -0.3628
C -5.070 -0.864 -1.854 -0.1632
C -4.709 0.464 -1.820 -0.3167
C -4.035 0.967 -0.706 0.3949
C -3.737 0.129 0.352 -0.4067
H -3.216 0.463 1.234 0.2276
O -3.720 2.300 -0.761 -0.4960
C -3.019 2.874 0.308 -0.1147
C -1.617 2.365 0.423 0.2894
C -0.817 1.672 -0.440 -0.3195
C 0.394 1.518 0.281 0.0458
N 0.297 2.080 1.463 -0.1304
O -0.943 2.604 1.561 -0.2621
C 1.632 0.833 -0.180 0.6490
O 1.709 0.308 -1.272 -0.6088
N 2.614 0.878 0.742 -0.6010
H 2.392 1.350 1.605 0.4199
C 3.936 0.299 0.574 -0.0392
C 3.870 -1.217 0.360 -0.4473
H 3.396 -1.705 1.213 0.2111
C 5.290 -1.755 0.175 -0.0629
O 5.952 -1.144 -0.905 -0.5233
C 6.052 0.250 -0.744 -0.0629
C 4.680 0.915 -0.616 -0.4474
H 4.799 1.991 -0.479 0.2112
H 4.101 0.734 -1.521 0.2360
H 6.577 0.615 -1.628 0.1969
H 6.656 0.480 0.150 0.1511
H 5.272 -2.822 -0.054 0.1967
H 5.867 -1.599 1.103 0.1511
H 3.284 -1.417 -0.536 0.2357
H 4.491 0.510 1.496 0.1980
H -1.035 1.317 -1.423 0.2599
H -2.998 3.948 0.090 0.2234
H -3.541 2.729 1.265 0.2008
H -4.933 1.133 -2.635 0.2243
H -5.591 -1.253 -2.717 0.2163
H -5.070 -2.752 -0.859 0.2200
H -3.713 -3.682 2.391 0.2008
H -3.600 -3.858 0.622 0.1778
```

orbital gap = 9.3 eV
2S+1 = 1
structure (SMILES) = COc1cccc(OCc2cc(C(=O)NC3CCOCC3)no2)c1
highest occupied orbital energy = -8.54 eV

List of relative energies, unit eV: 1 0.000; 2 2.588

1:
The following is a quantum chemistry calculation of an isolated molecule of CH3N2O2P, from the OMol25 dataset.

```
9
Properties=species:S:1:pos:R:3:nbo_charge:R:1
C 0.065 -1.432 -0.482 0.9477
N -0.545 -1.708 -1.444 -0.6646
N -0.652 0.908 0.283 -1.3817
O 0.600 -1.252 0.558 -0.6152
O 0.362 0.353 2.745 -1.0268
P 0.449 0.569 1.294 1.9672
H 1.595 0.787 0.489 -0.0829
H -1.057 -1.412 -2.234 0.4567
H -1.638 1.044 0.399 0.3997
```

orbital gap = 10.3 eV
2S+1 = 1
highest occupied orbital energy = -9.72 eV

2:
The following is a quantum chemistry calculation of an isolated molecule of CH3N2O2P, from the OMol25 dataset.

```
9
Properties=species:S:1:pos:R:3:nbo_charge:R:1
C 1.418 -0.001 0.103 -0.8243
N -0.897 -1.335 -0.031 -0.2062
N -1.038 1.366 -0.196 -0.2106
O -1.968 -1.843 -0.253 -0.2398
O -2.168 1.750 -0.379 -0.2415
P -0.500 0.091 0.719 1.0268
H 1.887 0.927 0.411 0.2279
H 1.407 -0.102 -0.973 0.2341
H 1.860 -0.854 0.598 0.2336
```

orbital gap (spin up / spin down) = 7.4 / 7.3 eV
2S+1 = 1
structure (SMILES) = CP(N=O)N=O
highest occupied orbital energy (spin up / spin down) = -8.66 / -8.62 eV

List of relative energies, unit eV: 1 0.000; 2 5.128

1:
The following is a quantum chemistry calculation of a cluster of 8 separate species, C27H76N5O11 in total, from the OMol25 dataset.

```
119
Properties=species:S:1:pos:R:3:mulliken_charge:R:1
N -2.604 45.047 45.087 1.0090
H -1.599 44.715 45.293 0.2492
H -2.728 45.485 45.967 -0.8002
H -3.170 44.201 45.112 0.0611
H -2.816 45.376 44.334 0.3894
C -5.272 43.538 42.362 -1.0738
O -4.370 43.075 43.247 -0.2904
H -6.278 43.520 42.720 0.4325
H -5.188 43.167 41.405 0.4797
H -5.202 44.513 42.231 0.3121
H -4.339 42.094 43.223 0.2387
C -0.508 42.627 43.629 -0.4646
O -1.510 42.380 44.566 -0.3408
H 0.487 43.004 44.037 0.1096
H -0.896 43.491 43.120 0.0347
H -0.325 41.683 43.077 0.4171
H -1.074 41.532 44.830 0.2794
C 1.650 45.843 46.650 -0.7659
O 0.915 44.697 46.526 -0.2621
H 2.262 45.984 45.738 0.3310
H 2.316 45.450 47.453 0.3951
H 1.292 46.779 47.235 0.1810
H 1.448 44.029 46.207 0.1937
C -0.493 46.909 42.871 0.0655
O -1.868 46.834 42.450 -0.3847
C -2.205 48.051 41.955 -1.3509
C -3.631 47.975 41.375 -0.7627
N -4.224 49.302 41.274 -0.2037
C -5.457 49.312 40.551 0.0109
C -5.634 50.588 39.807 -1.1549
O -6.999 50.704 39.255 -0.3165
C -7.262 51.978 38.758 -0.7690
H -0.113 45.854 43.105 0.0087
H -0.751 47.388 43.803 -0.1645
H 0.116 47.009 41.801 0.3544
H -1.596 48.319 41.195 0.9957
H -2.144 48.760 42.568 0.8874
H -4.316 47.481 42.039 0.0423
H -3.731 47.101 40.680 0.2549
H -3.445 49.695 40.718 0.2316
H -6.260 49.311 41.428 0.0036
H -5.448 48.359 39.907 0.2721
H -5.088 50.756 39.165 0.8655
H -5.724 51.332 40.668 0.3163
H -7.699 52.633 39.628 0.2687
H -8.204 52.093 38.013 0.2346
H -6.488 52.564 38.363 0.3378
C -1.795 47.623 48.482 -0.9000
O -2.121 47.255 47.126 0.3107
C -2.131 48.214 46.095 -0.9183
C -0.776 48.987 45.944 -2.5607
N -0.980 49.967 44.954 0.0532
C 0.273 50.399 44.343 -0.4785
C 0.026 51.126 42.992 -0.5748
O 1.027 51.979 42.583 -0.3752
C 1.052 53.276 42.784 -0.8534
H -2.358 47.128 49.159 0.3048
H -2.169 48.657 48.715 0.4380
H -0.608 47.549 48.629 0.0169
H -2.866 48.826 46.563 0.6966
H -2.671 47.956 45.227 0.4205
H -0.034 48.361 45.882 0.8690
H -0.660 49.484 46.856 0.9362
H -1.495 50.862 45.373 0.3215
H 0.721 49.506 44.076 0.2280
H 1.090 50.921 44.925 0.4026
H -1.013 51.367 43.217 0.4944
H -0.073 50.410 42.225 0.1570
H 1.793 53.676 42.148 0.2657
H 1.256 53.489 43.805 0.3166
H 0.118 53.732 42.667 0.3766
C -8.914 45.395 42.945 -0.7603
O -7.912 46.436 42.699 -0.3986
C -7.345 46.946 43.914 -1.4235
C -6.115 46.141 44.443 0.9217
N -5.404 46.757 45.593 0.4301
C -6.237 46.627 46.735 -0.4534
C -5.444 46.928 47.942 -0.3057
O -6.166 46.659 49.120 -0.4876
C -5.524 46.898 50.262 -1.3581
H -8.497 44.914 43.681 0.2704
H -8.911 44.672 42.099 0.3202
H -9.923 45.537 43.176 0.3438
H -8.173 47.008 44.734 0.2787
H -6.951 47.800 43.763 0.9404
H -5.408 46.137 43.637 -0.9673
H -6.349 44.943 44.519 -0.0459
H -5.039 47.720 45.355 0.2842
H -6.608 45.458 46.727 0.0914
H -7.174 47.148 46.830 0.2698
H -5.349 47.870 48.190 0.8035
H -4.587 46.301 48.051 -0.2938
H -4.707 46.440 50.363 0.5685
H -6.321 46.820 50.938 0.3331
H -5.138 47.856 50.360 0.4983
C -5.526 42.666 46.972 -1.1546
O -4.179 43.033 47.202 0.0204
C -3.703 43.045 48.449 -1.5685
C -2.294 43.438 48.356 0.9438
N -1.659 43.591 49.682 -0.4225
C -0.289 44.154 49.593 0.0517
C 0.313 44.675 50.991 -1.0867
O 1.454 45.446 50.745 -0.2836
C 2.148 46.098 51.737 -0.9007
H -5.592 41.633 47.320 0.4427
H -5.794 42.618 46.094 0.3608
H -6.280 43.152 47.744 0.2854
H -3.700 42.195 49.038 0.4310
H -4.006 43.941 48.860 0.5687
H -2.243 44.434 47.830 -0.6421
H -1.791 42.546 48.030 0.5436
H -1.535 42.785 50.393 0.3054
H -0.398 44.932 48.956 -0.2364
H 0.339 43.374 49.145 0.2315
H 0.535 43.834 51.491 0.5534
H -0.362 45.012 51.707 0.6067
H 3.068 46.320 51.252 0.2869
H 2.571 45.463 52.322 0.4369
H 1.358 46.971 52.109 0.2605
```

orbital gap = 8.8 eV
charge = +1
2S+1 = 1
highest occupied orbital energy = -10.70 eV

2:
The following is a quantum chemistry calculation of a cluster of 8 separate species, C27H76N5O11 in total, from the OMol25 dataset.

```
119
Properties=species:S:1:pos:R:3:mulliken_charge:R:1
N 0.292 -0.705 -0.684 0.9403
H 0.948 -0.684 -1.325 -0.0816
H -0.295 -1.266 -0.979 0.1757
H 0.007 0.249 -0.151 -0.0142
H 0.506 -1.170 0.206 -0.0207
C 4.639 -0.287 -1.134 -0.9343
O 3.614 -1.200 -1.422 -0.2167
H 5.572 -0.967 -0.726 0.2420
H 4.478 0.573 -0.511 0.3286
H 5.077 -0.011 -2.120 0.4411
H 4.094 -1.652 -2.032 0.2139
C 0.335 3.321 1.431 -0.3182
O -0.655 2.753 0.548 -0.5266
H 1.359 3.368 0.743 -0.0534
H 0.296 2.513 2.276 -0.0679
H -0.030 4.227 1.722 0.6467
H -1.048 3.521 0.178 0.2510
C 1.473 -4.435 -0.648 -1.0966
O 0.157 -3.766 -0.601 -0.4119
H 1.322 -5.370 -0.484 0.6733
H 2.080 -4.330 0.146 0.3502
H 1.845 -4.243 -1.610 0.2373
H -0.419 -4.470 -0.716 0.2698
C 2.749 -1.565 1.899 -0.7037
O 1.830 -0.392 1.909 0.0351
C 2.105 0.451 3.153 -0.8565
C 3.344 1.337 2.948 -0.3772
N 3.324 2.413 3.916 -0.1094
C 4.359 3.408 3.746 -0.7355
C 4.308 4.413 4.857 -0.3266
O 5.306 5.397 4.665 -0.3164
C 5.314 6.450 5.726 -0.8283
H 2.463 -2.152 2.713 0.5201
H 3.867 -1.360 1.806 0.2190
H 2.552 -1.952 0.912 -0.0764
H 2.009 -0.325 3.913 0.5172
H 1.256 1.007 3.081 0.1523
H 3.398 1.612 1.861 -0.0412
H 4.204 0.673 2.945 0.4821
H 3.359 1.953 4.900 0.3004
H 4.105 3.905 2.877 0.3406
H 5.380 3.188 3.776 0.3343
H 4.331 3.675 5.748 0.1815
H 3.256 4.814 4.778 0.2695
H 4.373 7.054 5.835 0.2525
H 6.171 6.959 5.309 0.2833
H 5.687 5.886 6.454 0.4324
C -3.396 -1.409 -0.439 -0.8207
O -2.571 -0.618 0.369 -0.2037
C -2.913 -0.486 1.725 -0.6789
C -1.717 -0.190 2.547 -0.1233
N -2.137 -0.170 3.915 -0.2581
C -2.320 -1.451 4.588 -0.4094
C -2.200 -1.235 6.101 -0.4477
O -2.340 -2.496 6.787 -0.3251
C -2.274 -2.130 8.209 -0.7606
H -3.264 -1.155 -1.583 -0.4186
H -4.447 -1.245 -0.326 0.5678
H -3.193 -2.352 -0.221 0.6299
H -3.648 -1.268 2.083 0.4543
H -3.826 0.116 1.971 0.4232
H -1.327 0.889 2.319 -0.3699
H -0.957 -0.719 2.550 0.4165
H -2.860 0.407 4.088 0.3041
H -1.294 -2.208 4.425 0.1020
H -3.259 -1.912 4.127 0.2706
H -3.076 -0.692 6.367 0.3477
H -1.194 -0.866 6.224 0.3026
H -3.181 -1.706 8.581 0.3113
H -1.270 -1.805 8.527 0.3253
H -2.147 -3.155 8.669 0.2755
C 4.600 4.984 -1.705 -0.7812
O 3.951 3.709 -1.604 -0.1758
C 2.735 3.651 -2.087 -0.5522
C 2.285 2.144 -2.128 -0.3989
N 0.881 1.978 -2.008 0.8814
C 0.260 2.248 -3.229 -1.2360
C -1.232 1.704 -3.240 -0.2565
O -1.976 1.789 -4.624 -0.4433
C -3.389 1.670 -4.436 -0.6569
H 5.562 4.755 -1.213 0.2417
H 3.954 5.744 -1.233 0.3248
H 4.796 5.291 -2.833 0.2756
H 2.567 4.096 -3.126 0.3370
H 1.918 4.269 -1.634 0.2602
H 2.711 1.701 -1.243 -0.4661
H 2.823 1.390 -2.718 0.5150
H 0.400 2.441 -1.258 -0.2772
H 0.910 2.061 -4.169 0.4231
H 0.056 3.265 -3.143 0.7820
H -1.810 2.298 -2.360 0.2460
H -1.327 0.856 -2.765 0.1873
H -3.526 2.663 -3.953 0.4175
H -3.811 0.747 -3.838 0.1038
H -3.702 1.610 -5.451 0.2754
C 0.869 -1.215 -4.450 -0.5066
O -0.239 -1.860 -3.716 -0.0730
C -1.341 -2.248 -4.649 -0.4817
C -2.378 -3.023 -3.872 0.0363
N -3.405 -3.678 -4.722 -0.2634
C -4.600 -4.093 -3.929 -0.5580
C -5.661 -4.242 -4.895 -0.3484
O -6.773 -4.630 -4.066 -0.3139
C -7.892 -5.439 -4.652 -0.7473
H 1.799 -1.856 -4.724 0.2393
H 1.061 -0.292 -3.858 -0.0755
H 0.536 -0.673 -5.305 0.4255
H -0.963 -3.086 -5.464 0.2402
H -1.759 -1.275 -5.170 0.2259
H -2.660 -2.368 -3.105 -0.4628
H -1.873 -3.906 -3.546 0.3912
H -2.951 -4.431 -5.366 0.3071
H -4.662 -3.291 -3.219 0.2760
H -4.382 -4.934 -3.275 0.2422
H -5.407 -5.046 -5.425 0.4375
H -6.005 -3.305 -5.360 0.2605
H -8.469 -5.190 -5.639 0.2558
H -8.829 -5.383 -4.133 0.3277
H -7.539 -6.563 -4.899 0.2476
```

orbital gap = 9.0 eV
charge = +1
2S+1 = 1
highest occupied orbital energy = -10.56 eV

List of relative energies, unit eV: 1 3.743; 2 0.000

1:
The following is a quantum chemistry calculation of an isolated molecule of C4H8O2S, from the OMol25 dataset.

```
15
Properties=species:S:1:pos:R:3:nbo_charge:R:1
C 0.132 0.598 -0.575 0.0953
C 0.023 -0.193 0.924 -0.4230
C -1.267 1.272 -1.088 -0.6945
C 1.374 -0.910 1.201 -0.6737
O 0.694 -0.193 -1.357 -0.4341
O -0.221 -1.961 -0.804 -0.7374
S -1.102 -1.417 0.190 1.0262
H 0.767 1.410 -0.264 0.2301
H -0.360 0.434 1.710 0.2351
H -1.168 2.080 -1.892 0.2226
H -1.958 1.744 -0.360 0.2085
H -1.900 0.607 -1.598 0.2152
H 1.726 -1.331 0.191 0.2825
H 1.288 -1.855 1.867 0.2211
H 1.971 -0.286 1.855 0.2260
```

orbital gap (spin up / spin down) = 8.1 / 7.8 eV
2S+1 = 1
highest occupied orbital energy (spin up / spin down) = -9.07 / -8.82 eV

2:
The following is a quantum chemistry calculation of an isolated molecule of C4H8O2S, from the OMol25 dataset.

```
15
Properties=species:S:1:pos:R:3:nbo_charge:R:1
C -1.827 0.322 2.563 -0.6581
C -1.481 -0.063 1.191 -0.0994
C 0.425 0.057 -0.258 0.2476
C -0.384 -1.001 -0.947 -0.1932
H -1.452 -0.473 3.343 0.2240
H -1.476 1.421 2.796 0.2456
H -2.970 0.250 2.858 0.2385
H -1.349 -1.105 1.102 0.1955
H -2.189 0.428 0.473 0.2014
H -0.466 -1.975 -0.483 0.1968
H -1.348 -0.556 -1.001 0.1968
H 1.183 -1.011 -1.845 0.4657
O -0.027 0.389 0.910 -0.4864
O 0.138 -1.149 -2.221 -0.7066
S 1.799 0.826 -0.754 -0.0684
```

orbital gap = 9.4 eV
2S+1 = 1
structure (SMILES) = CCOC(=S)CO
highest occupied orbital energy = -9.03 eV

List of relative energies, unit eV: 1 2.238; 2 0.000